163
Properties=species:S:1:pos:R:3:lowdin_charge:R:1 method="wB97M-V/def2-TZVPD" largest_force_ev_per_a=7.97 smiles="C#C[C@]1(CCCCCCCCOC(C)=O)OS(=O)(=O)O[C@@]1(COO)C(F)(F)CC[Si](C)(C)c1ccccc1.CN(C)P(=O)(N(C)C)N(C)C.CN(C)P(=O)(N(C)C)N(C)C.CN(C)P(=O)(N(C)C)N(C)C" homo_energy_ev=-7.382 homo_lumo_gap_ev=6.51 e_above_lowest_ev=0.000 e_tot_ha=-4963.10134 charge=0
C 2.07 -1.92 4.44 0.165
C 2.37 -1.50 3.34 -0.016
C 2.66 -1.29 1.86 -0.325
C 2.69 0.24 1.53 -0.117
C 1.43 1.02 1.99 -0.169
C 1.46 2.43 1.31 -0.168
C 1.10 2.27 -0.23 -0.183
C -0.35 2.73 -0.59 -0.210
C -1.13 1.68 -1.44 -0.176
C -1.52 0.47 -0.52 -0.146
C -2.92 -0.14 -0.87 -0.154
O -2.68 -1.34 -1.64 -0.003
C -3.77 -2.12 -1.78 -0.503
C -3.73 -3.25 -2.83 0.025
O -4.80 -1.96 -1.15 0.070
O 1.38 -1.72 1.25 -0.155
S 1.64 -2.15 -0.28 0.648
O 1.45 -1.14 -1.29 -0.231
O 1.07 -3.38 -0.71 -0.200
O 3.27 -2.30 -0.16 -0.124
C 3.73 -2.23 1.20 -0.259
C 3.48 -3.65 1.85 -0.098
O 4.12 -4.70 1.15 -0.131
O 3.24 -5.23 0.18 -0.005
C 5.22 -1.86 1.25 -0.363
F 5.71 -2.20 2.51 0.054
F 5.48 -0.51 1.08 0.063
C 6.10 -2.63 0.23 -0.119
C 7.27 -1.79 -0.38 -0.222
Si 6.85 -0.92 -2.02 0.599
C 8.39 -0.69 -3.13 -0.180
C 6.16 0.81 -1.62 -0.185
C 5.58 -1.83 -3.08 -0.248
C 4.63 -1.04 -3.77 -0.099
C 3.65 -1.58 -4.62 -0.075
C 3.60 -2.97 -4.77 -0.088
C 4.51 -3.80 -4.08 -0.087
C 5.50 -3.24 -3.26 -0.103
H 1.55 -2.17 5.35 0.059
H 2.86 0.31 0.43 0.118
H 3.61 0.66 1.99 0.125
H 1.44 1.09 3.10 0.115
H 0.47 0.56 1.70 0.104
H 2.44 2.92 1.40 0.105
H 0.62 3.02 1.74 0.101
H 1.88 2.75 -0.86 0.111
H 1.16 1.19 -0.45 0.069
H -0.28 3.63 -1.23 0.099
H -0.99 2.94 0.29 0.097
H -0.54 1.35 -2.32 0.117
H -2.08 2.14 -1.78 0.088
H -1.48 0.75 0.55 0.108
H -0.76 -0.32 -0.70 0.085
H -3.41 -0.36 0.10 0.125
H -3.52 0.57 -1.46 0.123
H -3.45 -2.80 -3.80 0.092
H -2.91 -3.94 -2.52 0.091
H -4.69 -3.78 -2.89 0.056
H 2.40 -3.90 1.90 0.150
H 3.85 -3.70 2.89 0.143
H 3.84 -5.62 -0.47 0.115
H 6.57 -3.46 0.80 0.129
H 5.52 -3.13 -0.56 0.095
H 7.72 -1.06 0.33 0.086
H 8.09 -2.51 -0.60 0.084
H 8.06 -0.05 -3.97 0.033
H 8.60 -1.69 -3.57 0.031
H 9.26 -0.28 -2.58 0.030
H 6.58 1.22 -0.69 0.029
H 5.05 0.76 -1.54 0.026
H 6.35 1.47 -2.50 0.036
H 4.65 0.06 -3.69 0.094
H 2.96 -0.89 -5.14 0.108
H 2.84 -3.44 -5.41 0.105
H 4.44 -4.89 -4.20 0.102
H 6.22 -3.89 -2.73 0.104
C 7.89 -1.30 7.33 -0.139
N 6.66 -0.72 6.87 -0.332
C 5.75 -1.74 6.36 -0.132
P 6.10 0.90 6.71 0.786
O 5.02 0.78 7.78 -0.269
N 6.95 2.16 7.51 -0.319
C 8.23 2.06 8.19 -0.131
C 6.10 3.11 8.25 -0.158
N 7.11 1.13 5.28 -0.337
C 6.33 0.99 4.05 -0.152
C 8.48 0.77 5.05 -0.128
H 8.44 -1.78 6.51 0.078
H 7.71 -2.07 8.09 0.082
H 8.56 -0.58 7.79 0.051
H 5.91 -1.92 5.29 0.064
H 4.70 -1.43 6.49 0.061
H 5.85 -2.69 6.89 0.082
H 8.31 1.16 8.82 0.071
H 8.40 2.90 8.87 0.078
H 9.07 2.11 7.49 0.066
H 5.86 2.74 9.26 0.080
H 5.17 3.29 7.72 0.067
H 6.60 4.07 8.35 0.079
H 6.23 -0.06 3.77 0.054
H 6.80 1.54 3.23 0.082
H 5.32 1.41 4.18 0.075
H 8.57 -0.22 4.56 0.087
H 9.10 0.75 5.94 0.056
H 8.93 1.51 4.38 0.095
C -9.53 -4.90 -6.29 -0.142
N -8.81 -5.50 -5.19 -0.336
C -8.47 -6.89 -5.47 -0.136
P -8.38 -4.92 -3.62 0.800
O -6.88 -4.91 -3.90 -0.271
N -8.47 -3.22 -3.32 -0.313
C -9.06 -2.20 -4.18 -0.130
C -7.29 -2.65 -2.66 -0.165
N -10.05 -5.08 -3.04 -0.337
C -10.26 -6.29 -2.24 -0.154
C -11.28 -4.71 -3.69 -0.135
H -10.49 -5.40 -6.45 0.078
H -8.96 -4.99 -7.23 0.082
H -9.72 -3.84 -6.16 0.049
H -9.28 -7.56 -5.14 0.071
H -7.56 -7.18 -4.95 0.069
H -8.29 -7.06 -6.53 0.079
H -8.79 -2.33 -5.23 0.070
H -8.71 -1.20 -3.90 0.079
H -10.14 -2.15 -4.06 0.066
H -6.50 -2.41 -3.38 0.076
H -6.88 -3.35 -1.93 0.063
H -7.54 -1.75 -2.11 0.086
H -10.44 -7.17 -2.87 0.071
H -11.10 -6.17 -1.55 0.078
H -9.37 -6.50 -1.63 0.074
H -11.72 -5.55 -4.25 0.085
H -11.19 -3.88 -4.38 0.053
H -12.00 -4.40 -2.93 0.095
C -3.89 7.88 1.13 -0.140
N -3.23 7.20 0.04 -0.335
C -1.89 7.73 -0.17 -0.133
P -3.74 5.98 -1.07 0.801
O -2.81 4.91 -0.54 -0.266
N -5.18 5.10 -0.72 -0.316
C -6.15 5.38 0.34 -0.130
C -5.06 3.64 -0.87 -0.158
N -4.72 7.15 -1.98 -0.337
C -4.07 7.61 -3.21 -0.153
C -5.61 8.18 -1.49 -0.133
H -4.05 8.94 0.90 0.078
H -3.30 7.83 2.05 0.083
H -4.86 7.45 1.37 0.049
H -1.91 8.57 -0.88 0.072
H -1.22 6.96 -0.58 0.068
H -1.44 8.07 0.76 0.080
H -5.68 5.62 1.29 0.071
H -6.78 4.51 0.54 0.079
H -6.86 6.16 0.04 0.067
H -4.64 3.17 0.03 0.082
H -4.43 3.39 -1.72 0.059
H -6.04 3.20 -1.07 0.082
H -3.36 8.43 -3.01 0.071
H -4.80 7.96 -3.95 0.078
H -3.50 6.80 -3.67 0.074
H -5.10 9.15 -1.40 0.086
H -6.06 7.96 -0.53 0.054
H -6.43 8.30 -2.20 0.095